[1]
{
  "formula": "C4H3FN3O2",
  "method": "ωB97M-V with the def2-TZVPD basis set",
  "elements": ["C", "H", "F", "C", "H", "N", "O", "O", "C", "N", "C", "N", "H"],
  "positions_angstrom": [[-0.530, -0.060, -0.389], [0.707, 0.035, 1.316], [-1.945, 2.131, 0.122], [0.860, 0.046, 0.205], [-1.467, 1.351, -0.257], [-1.334, -1.010, 0.250], [-1.041, -1.352, 1.414], [-2.377, -1.387, -0.291], [1.516, 1.322, -0.141], [2.053, 2.332, -0.302], [1.757, -1.100, -0.109], [2.412, -2.021, -0.351], [-0.611, -0.286, -1.467]],
  "atomic_forces_ev_per_a": [[-0.088, -0.640, -1.466], [0.207, 0.029, -0.837], [-0.050, 0.059, -0.313], [-0.268, -0.062, 0.684], [0.053, 0.082, 0.603], [-0.299, 0.345, 1.055], [-0.028, -0.179, -0.215], [0.287, -0.113, -0.155], [0.462, 0.685, 0.168], [-0.461, -0.878, -0.045], [0.358, -0.538, -0.120], [-0.516, 0.786, 0.167], [0.343, 0.425, 0.473]],
  "e_above_lowest_kj_mol": 256.5,
  "multiplicity": 1,
  "e_homo_ev": -5.3409,
  "gap_ev": 9.18,
  "total_charge": -1
}

=====

[2]
{
  "formula": "C6H16O5P",
  "method": "ωB97M-V with the def2-TZVPD basis set",
  "elements": ["O", "C", "C", "O", "P", "O", "H", "H", "H", "H", "H", "H", "H", "H", "O", "C", "O", "C", "C", "C", "H", "H", "H", "H", "H", "H", "H", "H"],
  "positions_angstrom": [[5.224, 0.248, 1.505], [4.622, -0.026, 0.225], [3.835, -1.332, 0.334], [2.599, -1.032, 0.890], [2.065, 0.663, 0.563], [3.744, 0.945, -0.160], [5.162, 1.203, 1.590], [5.440, -0.098, -0.513], [4.375, -2.077, 0.931], [3.737, -1.726, -0.696], [0.785, 0.362, 1.132], [2.615, 1.049, 1.835], [1.712, 2.018, 0.252], [1.652, 0.212, -0.755], [-1.401, 1.816, -0.067], [-2.312, 1.136, -0.424], [-3.331, 0.890, 0.454], [-4.479, 0.127, 0.097], [-4.241, -1.365, 0.227], [-2.325, 0.470, -1.781], [-4.830, 0.390, -0.903], [-5.248, 0.448, 0.801], [-3.478, -1.709, -0.469], [-5.164, -1.911, 0.023], [-3.910, -1.602, 1.238], [-1.785, -0.474, -1.682], [-1.753, 1.104, -2.453], [-3.309, 0.271, -2.195]],
  "atomic_forces_ev_per_a": [[0.192, -0.025, -0.066], [-0.049, -0.133, -0.141], [-0.049, 0.134, -0.155], [-0.077, 0.149, 0.061], [0.251, -0.477, -0.147], [0.031, 0.135, 0.280], [-0.125, 0.121, 0.056], [-0.050, -0.071, 0.005], [-0.018, 0.053, 0.041], [-0.030, -0.060, 0.025], [-0.033, -0.009, -0.003], [-0.010, 0.039, 0.071], [0.019, 0.043, -0.017], [-0.025, 0.015, -0.033], [-0.218, 0.259, 0.043], [0.147, -0.266, 0.049], [-0.025, 0.131, -0.089], [0.012, -0.055, 0.015], [0.017, 0.016, 0.006], [0.037, 0.009, 0.017], [0.007, 0.015, 0.003], [0.002, -0.009, 0.001], [-0.006, -0.005, 0.000], [-0.003, 0.001, 0.005], [0.007, -0.006, -0.009], [0.005, 0.003, -0.011], [0.003, -0.020, -0.004], [-0.012, 0.012, -0.005]],
  "e_above_lowest_kj_mol": 23.3,
  "multiplicity": 1,
  "e_homo_ev": -3.5786,
  "gap_ev": 6.29,
  "total_charge": -1
}

=====

[3]
{
  "formula": "C3H4N2OS2",
  "method": "ωB97M-V with the def2-TZVPD basis set",
  "elements": ["C", "C", "C", "H", "H", "H", "H", "N", "N", "O", "S", "S"],
  "positions_angstrom": [[-1.051, -0.412, -0.463], [-1.002, -1.516, 0.256], [0.127, 0.429, -0.124], [-1.288, 1.042, -2.426], [-1.689, -2.431, 0.079], [0.482, -2.240, 1.423], [1.318, 1.678, 2.049], [-0.025, -1.242, 1.274], [0.914, -0.327, 0.660], [0.577, 1.484, -0.529], [-1.941, -0.052, -2.080], [2.060, 0.680, 1.553]],
  "atomic_forces_ev_per_a": [[-0.453, 2.036, -3.894], [-1.094, 0.022, 0.272], [0.413, 1.223, -2.585], [0.535, 0.435, 0.263], [1.696, 1.511, 1.045], [-1.046, 3.123, -0.100], [-0.581, -0.067, -0.190], [1.812, -5.660, 1.144], [0.055, -0.134, 2.573], [-1.746, 0.433, -0.736], [0.105, -1.154, 1.993], [0.306, -1.768, 0.215]],
  "e_above_lowest_kj_mol": 303.4,
  "multiplicity": 1,
  "e_homo_ev": -8.7977,
  "gap_ev": 9.15,
  "smiles": "O=c1c(S)c[nH]n1S",
  "total_charge": 0
}

=====

[4]
{
  "formula": "C22H46MgO15S4",
  "method": "ωB97M-V with the def2-TZVPD basis set",
  "elements": ["Mg", "O", "C", "C", "O", "H", "H", "H", "H", "C", "C", "C", "O", "C", "O", "O", "H", "H", "H", "H", "H", "H", "C", "C", "C", "O", "C", "O", "O", "H", "H", "H", "H", "H", "H", "C", "C", "C", "O", "C", "O", "O", "H", "H", "H", "H", "H", "H", "C", "S", "O", "C", "H", "H", "H", "H", "H", "H", "C", "S", "O", "C", "H", "H", "H", "H", "H", "H", "C", "S", "O", "C", "H", "H", "H", "H", "H", "H", "C", "S", "O", "C", "H", "H", "H", "H", "H", "H"],
  "positions_angstrom": [[-0.403, -0.551, -1.396], [1.290, -0.853, -0.390], [1.127, -0.070, 0.819], [0.015, 0.984, 0.775], [-1.123, 0.712, -0.072], [1.974, 0.531, 1.149], [1.017, -0.738, 1.673], [0.480, 1.968, 0.710], [-0.501, 1.091, 1.729], [4.874, 0.080, 0.911], [4.889, -0.459, -0.467], [4.292, 0.500, -1.442], [5.210, 0.200, -2.465], [6.353, -0.234, -1.993], [7.374, -0.368, -2.646], [6.201, -0.729, -0.751], [3.948, 0.624, 1.095], [5.559, 0.895, 1.143], [4.954, -0.753, 1.609], [4.369, -1.417, -0.462], [4.247, 1.567, -1.221], [3.300, 0.227, -1.800], [1.309, 1.656, 5.480], [1.098, 0.378, 4.684], [2.290, -0.549, 4.595], [1.760, -1.816, 4.944], [0.389, -1.708, 5.290], [-0.385, -2.669, 5.361], [0.018, -0.399, 5.298], [1.976, 1.688, 6.341], [0.358, 2.143, 5.697], [1.742, 2.284, 4.702], [0.696, 0.659, 3.711], [3.041, -0.240, 5.323], [2.760, -0.523, 3.612], [-3.867, 1.540, 2.478], [-3.339, 2.745, 1.704], [-3.853, 2.908, 0.288], [-4.681, 4.114, 0.280], [-4.714, 4.650, 1.559], [-5.392, 5.607, 1.964], [-4.071, 3.806, 2.357], [-4.886, 1.377, 2.127], [-4.004, 1.584, 3.558], [-3.325, 0.613, 2.295], [-2.255, 2.859, 1.690], [-4.596, 2.155, 0.025], [-3.092, 2.972, -0.490], [1.901, -3.835, -2.350], [0.818, -3.034, -3.606], [0.220, -1.684, -3.100], [2.124, -2.482, -4.833], [1.364, -4.355, -1.556], [2.441, -3.018, -1.871], [2.564, -4.561, -2.819], [2.550, -3.345, -5.345], [2.849, -1.984, -4.189], [1.897, -1.580, -5.401], [-2.535, -2.782, 1.737], [-1.589, -3.335, 0.230], [-1.096, -2.161, -0.642], [-0.079, -3.876, 1.197], [-2.543, -3.513, 2.546], [-3.562, -2.612, 1.414], [-1.795, -2.103, 2.159], [-0.416, -4.501, 2.024], [0.265, -2.967, 1.691], [0.658, -4.324, 0.531], [-0.071, 3.365, -2.633], [0.927, 1.941, -3.171], [0.307, 0.681, -2.596], [0.327, 1.824, -4.922], [-1.116, 3.079, -2.755], [0.023, 4.320, -3.150], [-0.019, 3.477, -1.550], [0.202, 0.773, -5.182], [1.014, 2.375, -5.564], [-0.659, 2.271, -5.038], [-4.250, 0.184, -3.563], [-3.601, -1.171, -2.522], [-2.107, -0.756, -2.419], [-4.438, -0.718, -0.974], [-5.313, 0.041, -3.753], [-3.550, 0.285, -4.393], [-4.116, 1.103, -2.993], [-3.928, -1.172, -0.125], [-5.400, -1.225, -1.058], [-4.693, 0.332, -0.836]],
  "atomic_forces_ev_per_a": [[0.308, -0.252, 1.004], [0.382, 1.671, 1.814], [-0.013, -1.131, -1.477], [-2.758, -0.466, -0.040], [1.544, 0.632, 0.244], [0.903, 0.038, -0.364], [-0.549, -0.570, 0.436], [0.149, 0.605, -1.067], [0.501, -0.257, 1.150], [-1.204, 0.606, 1.719], [-2.596, -0.179, 3.811], [-0.275, -0.851, -0.884], [-0.013, 1.681, -2.683], [3.376, -2.088, -1.637], [-1.541, 0.684, 1.028], [1.559, 0.840, -1.819], [-0.506, -0.579, 0.062], [0.820, -0.453, -0.418], [0.188, 0.366, 0.360], [-0.455, 0.105, -0.245], [0.571, 0.044, 0.367], [-0.074, -0.275, 0.394], [0.005, 0.596, -1.292], [-1.157, 0.826, 0.918], [-0.060, 0.503, 0.542], [-1.839, -0.634, 0.450], [-0.969, -1.572, -1.613], [2.653, 2.837, 0.353], [1.154, -1.502, 0.047], [-0.163, -0.590, 0.004], [-0.034, -0.235, 0.194], [0.370, 0.531, 0.238], [0.136, -0.108, -0.122], [0.091, -0.234, 0.149], [-0.244, -0.436, -0.102], [-0.237, -1.302, -0.707], [-1.073, -0.076, 0.696], [-1.345, 0.050, -0.905], [0.669, 1.107, 0.981], [-2.388, 0.793, 0.146], [2.375, -2.719, -1.795], [1.181, 1.232, 1.178], [-0.152, -0.094, -0.168], [0.618, 0.857, -0.006], [0.253, 0.101, -0.318], [-0.075, 0.272, 0.591], [0.405, -0.371, -0.011], [0.022, 0.033, 0.248], [0.217, 0.931, 0.018], [-1.133, 1.999, -0.259], [1.805, -3.217, -1.067], [0.411, 0.335, 2.000], [-0.546, 0.190, -0.419], [0.218, 0.010, 0.024], [0.002, 0.207, -0.272], [-0.130, 0.305, -0.169], [0.616, -0.601, 0.320], [-1.147, -0.728, -0.563], [1.536, -0.624, -0.468], [1.648, 0.300, -0.509], [-1.950, -3.691, 2.905], [-1.241, 0.803, 0.130], [-0.082, -0.798, -0.541], [0.366, 0.924, 0.362], [-1.053, 1.382, -0.140], [0.034, -0.501, -0.359], [0.421, 0.152, -0.435], [-0.205, 0.129, 0.222], [-1.332, -0.403, 0.383], [-1.179, -1.353, -0.445], [1.328, 3.500, -1.566], [-0.084, 0.776, 0.352], [-0.098, -0.319, -0.295], [0.728, -0.224, -0.131], [0.684, -0.008, -0.010], [0.544, 0.005, 0.239], [0.092, -0.273, -0.089], [-0.024, 0.130, 0.322], [0.234, 0.099, 0.970], [2.954, 1.807, 0.337], [-3.804, -0.321, -1.099], [-0.780, -0.508, -0.272], [0.194, -0.070, -0.504], [-0.506, -0.487, -0.308], [-0.052, -0.051, 0.225], [0.285, 0.377, -0.233], [-0.192, -0.196, -0.007], [0.711, -0.027, -0.100]],
  "e_above_lowest_kj_mol": 280.2,
  "multiplicity": 1,
  "e_homo_ev": -7.0141,
  "gap_ev": 7.05,
  "total_charge": 0
}